No. 1
Density functional theory data (wB97M-V/def2-TZVPD) for a structure of composition C5H6N2O at a distorted geometry.

```
14
C5H6N2O (wB97M-V/def2-TZVPD)
C 0.960 1.197 -2.393
C -0.115 -0.663 -0.956
C -0.562 -0.886 0.257
C -0.641 -1.561 1.666
C -0.268 0.295 0.764
H 0.338 1.808 -3.145
H 1.489 0.457 -3.062
H 1.552 1.971 -1.849
H 0.013 -1.678 -1.645
H 0.397 -1.890 2.055
H -1.607 -1.954 2.104
N 0.390 0.531 -1.188
N 0.413 1.173 0.159
O -0.505 -0.117 2.091
```

The spin multiplicity is 1. The total charge is 0. The LUMO energy comes out at 0.0318 hartree.

---

No. 2
Density functional theory data (wB97M-V/def2-TZVPD) for a cluster of 4 separate species, C17H46N3O4S in total.

```
71
C17H46N3O4S (wB97M-V/def2-TZVPD)
C -4.060 0.629 2.409
C -3.363 1.966 2.695
C -3.458 2.958 1.525
C -2.193 3.049 0.695
O -2.273 2.112 -0.459
S -1.090 1.075 -0.609
C -1.220 -0.133 0.694
H -3.789 -0.134 3.142
H -5.148 0.753 2.439
H -3.817 0.240 1.411
H -3.826 2.413 3.581
H -2.309 1.797 2.956
H -4.278 2.658 0.856
H -3.697 3.973 1.859
H -1.307 2.769 1.278
H -2.022 4.035 0.257
H -1.666 0.355 -1.593
H -0.344 -0.777 0.539
H -2.149 -0.702 0.644
H -1.116 0.392 1.650
C 2.125 2.395 -5.716
C 1.754 2.551 -4.246
C 2.880 2.210 -3.263
O 3.091 0.823 -3.073
C 3.904 0.187 -4.044
N 0.540 1.772 -3.983
H 2.161 1.344 -6.007
H 1.376 2.879 -6.341
H 3.096 2.842 -5.929
H 1.513 3.605 -4.073
H 2.604 2.591 -2.275
H 3.814 2.704 -3.560
H 4.702 0.852 -4.388
H 3.322 -0.137 -4.912
H 4.346 -0.691 -3.576
H 0.232 1.949 -3.033
H 0.792 0.787 -4.002
C -1.103 0.550 7.861
C -0.361 1.410 6.845
C -1.014 1.440 5.460
O -0.846 0.269 4.672
C -1.736 -0.790 4.974
N 1.043 1.010 6.815
H -0.923 -0.511 7.687
H -0.746 0.777 8.865
H -2.179 0.728 7.829
H -0.389 2.446 7.199
H -0.544 2.240 4.880
H -2.085 1.671 5.544
H -2.725 -0.408 5.248
H -1.373 -1.419 5.789
H -1.827 -1.408 4.080
H 1.593 1.659 6.264
H 1.128 0.107 6.359
C -0.142 -4.382 -3.483
C 0.766 -3.395 -4.203
C 2.195 -3.899 -4.425
O 2.990 -3.905 -3.256
C 2.931 -5.086 -2.478
N 0.748 -2.109 -3.492
H 0.098 -4.434 -2.419
H -1.182 -4.069 -3.573
H -0.049 -5.385 -3.901
H 0.348 -3.217 -5.199
H 2.695 -3.218 -5.118
H 2.186 -4.896 -4.884
H 2.843 -5.972 -3.115
H 2.094 -5.081 -1.775
H 3.860 -5.150 -1.916
H 1.275 -1.430 -4.034
H 1.302 -2.229 -2.646
```

The spin multiplicity is 1. The total charge is +1. The LUMO energy comes out at -0.1341 hartree.

---

No. 3
Density functional theory data (wB97M-V/def2-TZVPD) for a structure of composition C7H6O3 at a distorted geometry.

```
16
C7H6O3 (wB97M-V/def2-TZVPD)
O -0.895 -1.870 2.579
C -0.774 -1.224 1.578
C -1.410 0.019 0.989
C -0.054 0.171 0.269
O 0.355 -1.147 0.834
C -0.058 0.158 -1.187
C -0.084 0.199 -2.401
C -0.063 0.263 -3.780
C -0.043 0.246 -4.993
H -2.269 -0.192 0.343
H -1.648 0.804 1.714
H 0.555 1.007 0.636
H -0.011 0.205 -6.069
O 2.258 0.244 2.853
H 2.460 1.164 3.045
H 1.681 -0.046 3.590
```

The spin multiplicity is 1. The total charge is 0. The LUMO energy comes out at 0.0182 hartree.

---

No. 4
Density functional theory data (wB97M-V/def2-TZVPD) for a cluster of 17 separate species, C24H72N3O16 in total at a distorted geometry.

```
115
C24H72N3O16 (wB97M-V/def2-TZVPD)
C 1.060 -1.967 -1.070
C 0.444 -0.508 -1.571
C -1.226 -0.571 -1.673
C -1.893 -1.999 -1.275
C -3.566 -2.012 -1.354
C -4.336 -0.816 -0.535
N -5.788 -1.156 -0.817
C -5.875 -2.386 -1.740
N -4.491 -2.953 -2.095
N -1.288 -3.293 -0.856
C 0.199 -3.306 -0.728
H 2.238 -2.042 -0.932
H 1.079 0.446 -1.809
H -1.858 0.393 -1.979
H -3.837 0.045 0.085
H -6.562 -0.589 -0.404
H -6.913 -2.853 -2.100
H -4.232 -3.780 -2.674
H 0.740 -4.303 -0.360
C -1.961 -3.137 -5.020
O -0.682 -3.332 -4.444
H -1.885 -3.264 -6.103
H -2.659 -3.874 -4.617
H -2.312 -2.127 -4.797
H -0.781 -3.214 -3.484
C 4.178 -4.590 -1.417
O 4.359 -3.186 -1.406
H 3.692 -4.894 -0.487
H 3.547 -4.870 -2.264
H 5.150 -5.084 -1.495
H 4.793 -2.947 -2.243
C 0.903 1.660 -5.118
O 1.209 1.845 -3.749
H 0.759 0.594 -5.309
H -0.014 2.199 -5.364
H 1.731 2.028 -5.730
H 1.332 2.800 -3.610
C -0.654 2.756 0.732
O -1.711 2.833 -0.207
H -1.019 2.270 1.639
H 0.166 2.169 0.311
H -0.307 3.763 0.975
H -1.357 3.269 -1.001
C 2.839 -1.266 -4.249
O 4.118 -1.461 -3.673
H 2.915 -1.393 -5.332
H 2.141 -2.003 -3.846
H 2.488 -0.256 -4.026
H 4.019 -1.342 -2.713
C -2.199 -0.542 3.047
O -3.140 0.217 2.311
H -2.712 -1.383 3.520
H -1.427 -0.921 2.373
H -1.747 0.086 3.819
H -2.656 0.955 1.904
C 1.617 -3.599 3.172
O 0.207 -3.470 3.134
H 1.923 -3.842 4.193
H 1.929 -4.402 2.500
H 2.079 -2.656 2.871
H -0.035 -3.254 2.217
C 1.797 5.910 2.658
O 1.548 4.859 1.743
H 0.849 6.237 3.091
H 2.455 5.553 3.454
H 2.264 6.748 2.134
H 2.407 4.590 1.375
C 2.104 -4.405 -6.757
O 1.792 -4.668 -5.401
H 3.150 -4.661 -6.937
H 1.466 -5.013 -7.403
H 1.949 -3.344 -6.968
H 0.858 -4.432 -5.271
C 5.646 -2.276 -6.749
O 4.589 -2.199 -7.688
H 5.281 -2.763 -5.842
H 6.466 -2.863 -7.170
H 5.993 -1.269 -6.506
H 4.943 -1.763 -8.482
C 3.940 4.853 6.309
O 4.995 4.946 5.370
H 3.034 5.276 5.868
H 3.765 3.804 6.561
H 4.201 5.416 7.209
H 5.785 4.564 5.789
C -3.850 5.561 0.101
O -3.485 6.259 -1.076
H -3.596 4.506 -0.020
H -3.302 5.971 0.953
H -4.926 5.659 0.265
H -3.722 7.193 -0.939
C 0.866 -7.235 5.353
O -0.095 -6.297 5.799
H 0.768 -8.151 5.940
H 0.694 -7.460 4.297
H 1.869 -6.823 5.489
H 0.016 -5.495 5.261
C -5.050 8.866 1.766
O -4.685 9.565 0.590
H -4.796 7.811 1.646
H -4.502 9.276 2.619
H -6.126 8.964 1.930
H -4.922 10.498 0.726
C -1.222 2.826 4.835
O -1.041 4.230 4.847
H -1.708 2.523 5.765
H -1.853 2.546 3.988
H -0.250 2.333 4.758
H -0.607 4.469 4.010
C -1.503 -1.437 6.513
O -1.752 -2.488 5.598
H -2.451 -1.110 6.946
H -0.845 -1.794 7.309
H -1.036 -0.600 5.988
H -0.893 -2.757 5.230
```

The spin multiplicity is 1. The total charge is +1. The LUMO energy comes out at -0.1479 hartree.

---

No. 5
Density functional theory data (wB97M-V/def2-TZVPD) for a cluster of 2 separate species, C6H14N2O2 in total at a distorted geometry.

```
24
C6H14N2O2 (wB97M-V/def2-TZVPD)
C 3.278 -0.747 0.608
C 1.312 1.254 -1.984
C 2.069 -0.305 -0.146
O 1.047 -0.970 -0.097
N 2.195 0.789 -0.971
H 3.897 0.076 0.944
H 2.881 1.493 -0.737
H 0.438 1.782 -1.545
H 3.036 -1.364 1.466
H 3.867 -1.432 -0.027
H 1.753 1.945 -2.694
H 0.935 0.461 -2.648
C -2.577 0.950 -1.034
C -0.943 -0.927 1.807
C -1.990 -0.384 0.936
O -3.172 -0.422 1.263
N -1.609 0.452 -0.071
H -0.677 0.446 -0.440
H -2.915 0.105 -1.651
H -0.051 -0.297 1.858
H -0.646 -1.913 1.453
H -3.376 1.511 -0.550
H -2.150 1.669 -1.740
H -1.275 -0.905 2.850
```

Its SMILES is CNC(C)=O.CNC(C)=O. The spin multiplicity is 1. The total charge is 0. The LUMO energy comes out at 0.0196 hartree.

---

No. 6
Density functional theory data (wB97M-V/def2-TZVPD) for a structure of composition C39H54IrN5OS2Si.

```
103
C39H54IrN5OS2Si (wB97M-V/def2-TZVPD)
Ir 0.759 0.428 -0.768
N 1.525 -0.253 1.018
C 2.316 0.892 1.504
C 1.564 2.164 1.112
C 0.237 2.365 1.864
C -1.001 2.246 0.994
N -1.028 0.919 0.335
H 0.524 -0.611 1.726
H 2.108 -1.085 0.997
H 3.308 0.887 1.043
H 2.451 0.852 2.588
H 1.389 2.179 -0.015
H 2.219 3.029 1.227
H 0.229 3.340 2.350
H 0.164 1.621 2.663
H -1.008 3.023 0.223
H -1.893 2.369 1.612
H -1.862 0.841 -0.239
H -1.093 0.161 1.075
C -0.947 -1.489 6.307
C -0.240 -1.634 4.955
C 0.206 -3.093 4.775
C 1.018 -0.753 4.924
Si -1.392 -1.215 3.513
O -0.529 -1.053 2.139
C -2.636 -2.587 3.236
C -2.482 -3.455 2.153
C -3.366 -4.505 1.942
C -4.423 -4.707 2.818
C -4.596 -3.854 3.900
C -3.711 -2.805 4.102
C -2.391 0.375 3.759
C -1.961 1.460 4.532
C -2.671 2.653 4.574
C -3.841 2.791 3.838
C -4.298 1.725 3.074
C -3.580 0.536 3.040
H -0.256 -1.724 7.123
H -1.790 -2.178 6.388
H -1.325 -0.479 6.473
H 0.944 -3.357 5.539
H 0.666 -3.256 3.795
H -0.633 -3.784 4.865
H 1.696 -1.037 5.735
H 0.800 0.310 5.046
H 1.563 -0.883 3.983
H -1.655 -3.303 1.469
H -3.229 -5.170 1.099
H -5.112 -5.527 2.660
H -5.421 -4.007 4.584
H -3.870 -2.141 4.946
H -1.064 1.377 5.132
H -2.324 3.469 5.196
H -4.405 3.713 3.880
H -5.225 1.813 2.520
H -3.965 -0.294 2.454
S -0.113 -1.524 -1.581
C 1.320 -2.226 -2.446
N 1.408 -1.836 -3.843
C 1.983 -2.938 -4.625
C 1.372 -4.254 -4.146
S 1.185 -4.047 -2.352
H 0.458 -1.661 -4.156
H 3.064 -2.953 -4.481
H 1.794 -2.765 -5.684
H 2.019 -5.105 -4.349
H 0.397 -4.437 -4.592
N -0.236 1.374 -2.299
C -0.973 1.971 -2.947
C -1.900 2.708 -3.746
C -2.688 2.027 -4.678
C -3.598 2.743 -5.433
C -3.719 4.116 -5.258
C -2.935 4.787 -4.327
C -2.020 4.088 -3.563
H -2.592 0.956 -4.793
H -4.219 2.231 -6.155
H -4.437 4.669 -5.849
H -3.044 5.854 -4.194
H -1.413 4.596 -2.824
C 4.656 2.135 -4.690
N 3.359 2.305 -3.968
C 2.273 1.556 -4.669
C 3.439 1.984 -2.478
C 3.530 0.510 -2.206
C 4.729 -0.133 -2.455
C 4.915 -1.534 -2.389
C 3.857 -2.296 -2.049
C 2.589 -1.687 -1.635
C 2.443 -0.206 -1.643
H 4.547 2.546 -5.690
H 4.880 1.075 -4.762
H 5.441 2.663 -4.155
H 3.129 3.298 -4.018
H 2.472 0.488 -4.595
H 2.253 1.874 -5.708
H 1.331 1.777 -4.183
H 2.534 2.395 -2.034
H 4.303 2.538 -2.110
H 5.591 0.467 -2.733
H 5.880 -1.961 -2.624
H 3.919 -3.378 -2.020
H 2.353 -2.091 -0.642
```

The spin multiplicity is 1. The total charge is +2. The LUMO energy (alpha / beta) comes out at -0.2613 / -0.2613 hartree.

---

No. 7
Density functional theory data (wB97M-V/def2-TZVPD) for an isolated molecule of C4H7N3O at a distorted geometry.

```
15
C4H7N3O (wB97M-V/def2-TZVPD)
C -2.288 -1.833 0.391
C 0.067 0.314 0.158
C 1.016 -0.496 -0.549
C 2.119 0.175 -0.340
H -2.769 -2.635 0.050
H -1.787 -2.544 1.306
H -2.988 -1.150 0.942
H -1.763 -0.882 -1.495
H 0.656 -1.558 -0.854
H 3.208 0.077 -0.578
H 2.582 2.274 0.400
N -1.320 -1.129 -0.558
N -1.270 0.267 0.091
N 1.718 1.628 -0.002
O 0.435 1.511 0.693
```

Its SMILES is CN/N=c1\cc[nH]o1. The spin multiplicity is 1. The total charge is 0. The LUMO energy comes out at 0.0274 hartree.

---

No. 8
Density functional theory data (wB97M-V/def2-TZVPD) for a structure of composition C34H34AsMnN10O2STe.

```
84
C34H34AsMnN10O2STe (wB97M-V/def2-TZVPD)
Mn 0.524 -0.413 -0.446
N 3.470 -1.815 -1.394
C 2.463 -1.731 -2.310
N 2.545 -2.125 -3.567
N 1.337 -1.861 -4.096
N 0.556 -1.353 -3.225
N 1.253 -1.214 -2.059
C 3.325 -1.417 -0.090
N 4.225 -1.535 0.856
N 3.632 -1.034 1.963
N 2.440 -0.634 1.714
N 2.209 -0.861 0.393
H 4.355 -2.196 -1.686
C 3.972 4.397 2.769
C 3.206 3.553 1.786
C 3.701 3.304 0.507
C 3.015 2.541 -0.423
C 3.684 2.197 -1.731
O 4.870 1.961 -1.724
C 2.866 2.079 -2.970
C 3.223 1.112 -3.904
C 2.468 0.948 -5.055
C 1.375 1.772 -5.287
C 1.031 2.756 -4.367
C 1.766 2.899 -3.202
C 1.794 1.966 -0.056
O 1.132 1.203 -0.937
C 1.293 2.163 1.243
C 2.002 2.977 2.135
C 0.030 1.574 1.617
N -0.481 0.566 0.975
C -1.895 0.218 1.129
C -2.663 0.680 -0.103
Te -1.653 0.059 -1.911
C -2.830 -1.675 -2.173
C -4.209 -1.513 -2.067
C -5.048 -2.601 -2.261
C -4.512 -3.842 -2.574
C -3.138 -3.990 -2.710
C -2.289 -2.907 -2.516
C -0.706 2.197 2.752
C -1.305 3.442 2.599
C -1.990 4.009 3.665
C -2.054 3.346 4.883
C -1.433 2.114 5.040
C -0.764 1.532 3.974
H 4.945 4.677 2.370
H 4.132 3.858 3.703
H 3.428 5.314 3.005
H 4.669 3.697 0.219
H 4.089 0.491 -3.712
H 2.728 0.175 -5.766
H 0.791 1.648 -6.191
H 0.192 3.412 -4.563
H 1.496 3.660 -2.478
H 1.610 3.128 3.134
H -2.307 0.670 2.030
H -1.962 -0.861 1.218
H -2.742 1.766 -0.130
H -3.666 0.257 -0.115
H -4.644 -0.544 -1.852
H -6.120 -2.472 -2.182
H -5.167 -4.688 -2.739
H -2.719 -4.948 -2.988
H -1.225 -3.026 -2.646
H -1.228 3.969 1.655
H -2.463 4.975 3.547
H -2.578 3.797 5.715
H -1.464 1.608 5.996
H -0.261 0.578 4.090
C -1.183 -5.464 1.433
As -1.548 -3.584 1.353
C -1.447 -2.885 3.141
C -3.375 -3.416 0.768
S -0.030 -2.784 0.094
H -1.850 -5.933 2.154
H -0.146 -5.603 1.730
H -1.340 -5.887 0.444
H -2.164 -3.397 3.781
H -1.663 -1.819 3.121
H -0.434 -3.037 3.508
H -3.975 -4.118 1.348
H -3.436 -3.659 -0.290
H -3.738 -2.406 0.941
```

The spin multiplicity is 4. The total charge is +1. The LUMO energy (alpha / beta) comes out at -0.1822 / -0.1468 hartree.

---

No. 9
Density functional theory data (wB97M-V/def2-TZVPD) for a cluster of 2 separate species, C9H13NO in total at a distorted geometry.

```
24
C9H13NO (wB97M-V/def2-TZVPD)
C -3.742 -1.244 -0.180
C -2.458 -0.480 -0.069
C -2.322 0.857 -0.270
C -1.115 1.537 -0.193
C -0.036 0.764 0.137
C 1.443 1.317 0.366
C 2.417 0.546 -0.414
C 3.146 -0.507 0.326
C -1.219 -1.183 0.351
H -4.770 -0.225 -0.756
H -4.363 -1.727 0.775
H -3.773 -1.853 -0.896
H -3.484 1.394 -0.530
H -0.953 2.620 -0.291
H 1.060 2.565 0.164
H 1.578 1.651 1.439
H 1.895 -0.110 -1.169
H 3.186 1.135 -0.838
H 3.777 -0.183 1.109
H 2.521 -1.263 0.692
H 4.413 -1.739 0.082
H -1.122 -2.045 0.306
N -0.177 -0.611 0.459
O 4.098 -1.218 -0.599
```

The spin multiplicity is 1. The total charge is 0. The LUMO energy comes out at 0.0283 hartree.

---

No. 10
Density functional theory data (wB97M-V/def2-TZVPD) for a cluster of 2 separate species, C3H10NOS in total at a distorted geometry.

```
16
C3H10NOS (wB97M-V/def2-TZVPD)
C 1.057 0.011 1.935
C 0.626 1.044 0.811
C 0.253 0.397 -0.648
S -1.388 -0.515 -0.558
N -0.535 1.731 1.424
H 1.704 -0.769 1.498
H 0.282 -0.463 2.567
H 1.639 0.462 2.723
H 1.520 1.691 0.636
H -0.040 1.092 -1.328
H 1.077 -0.247 -0.949
H -0.886 2.368 0.735
H -1.238 1.174 1.831
H -1.944 -2.301 -3.305
H -0.660 -2.750 -3.444
O -1.467 -2.925 -3.927
```

The spin multiplicity is 1. The total charge is -1. The LUMO energy comes out at 0.1509 hartree.